[1]
71
Properties=species:S:1:pos:R:3:mulliken_charge:R:1 method="wB97M-V/def2-TZVPD" homo_ev="-4.757 / -4.757" fmax_ha_per_bohr=0.090 relative_energy_kcal_mol=22.8 total_energy_ha=-3010.1603 total_charge=-1
Ir -0.330 -0.166 -0.078 2.7525
S -2.641 -1.289 2.263 1.2797
S 1.640 0.107 -1.749 -0.4081
S 0.703 1.760 1.113 -0.2359
Si -2.011 1.683 -2.655 0.1761
O -1.731 0.564 -1.593 -0.5548
O -3.990 -1.390 1.755 -0.7840
O -1.619 -1.526 1.200 -1.0113
O -2.349 -2.136 3.410 -0.7662
N 0.013 -2.444 -1.135 1.1577
N 1.456 -1.239 1.356 1.3519
C -2.211 2.701 2.130 -0.3624
C 2.071 -1.272 -4.017 -0.7930
C 1.930 -2.338 0.513 -1.1094
C -0.942 1.508 -4.247 -1.0922
C 1.233 -3.457 -4.509 -0.9145
C -1.667 3.450 -1.982 -0.9490
C -1.083 1.917 4.096 -0.4018
C 3.720 -0.715 2.170 -0.4247
C 4.363 1.534 2.682 -0.6146
C 2.196 1.084 1.699 1.2657
C 2.486 -0.289 1.699 -1.2651
C 3.152 1.975 2.195 -0.7666
C -1.321 -3.032 -1.257 -1.2560
C 1.980 -2.349 -4.872 -0.6362
C 0.685 -2.404 -2.402 -1.2832
C 4.658 0.179 2.658 -0.9413
C -1.394 2.953 3.227 0.8637
C -2.652 1.418 1.859 -0.4165
C 1.433 -1.278 -2.773 1.4415
C 0.590 -3.472 -3.286 -0.4117
C -1.538 0.634 3.842 -0.7739
C -0.822 4.325 3.430 -1.5713
C 0.902 -1.711 2.628 -1.3288
C -2.304 0.398 2.721 -0.3621
C -3.841 1.636 -3.234 -1.1535
C 0.794 -3.154 -0.115 -1.1849
H -0.626 3.534 -1.686 0.2484
H -1.610 5.043 3.658 0.3897
H -0.054 -2.207 2.486 0.4001
H -0.459 2.113 4.959 0.3132
H -1.883 -2.804 -0.352 0.1727
H -1.234 2.217 -5.017 0.4186
H 0.722 -0.845 3.261 0.2895
H 2.904 3.025 2.191 0.4921
H 2.539 -3.051 1.097 0.4035
H -0.324 4.640 2.515 0.2994
H 1.603 -2.382 3.141 0.3450
H -1.285 -4.121 -1.390 0.4396
H -2.461 3.515 1.465 0.3438
H 2.633 -0.395 -4.290 0.4306
H -2.270 3.642 -1.099 0.1280
H -3.262 1.199 0.998 0.5115
H -4.060 2.444 -3.927 0.3251
H 1.148 -4.309 -5.169 0.3964
H 2.490 -2.329 -5.825 0.3788
H 5.601 -0.185 3.043 0.3823
H 3.953 -1.771 2.183 0.3105
H 0.105 1.674 -4.017 0.2517
H 0.103 -3.450 0.676 0.5925
H -4.068 0.700 -3.734 0.2866
H -1.027 0.508 -4.663 0.2973
H 5.083 2.240 3.071 0.3752
H -0.098 4.319 4.242 0.3647
H 1.237 -4.065 -0.557 0.4384
H -4.515 1.730 -2.390 0.2872
H 2.557 -1.907 -0.274 0.5453
H -1.309 -0.201 4.487 0.5856
H -1.824 -2.573 -2.103 0.3072
H -1.878 4.230 -2.707 0.4284
H 0.011 -4.343 -3.017 0.3055

=====

[2]
99
Properties=species:S:1:pos:R:3:mulliken_charge:R:1 method="wB97M-V/def2-TZVPD" homo_ev=-9.993 fmax_ha_per_bohr=0.070 relative_energy_kcal_mol=126.2 smiles=CCO.CCO.CCO.CCO.CCO.CCO.CCO.CCO.CCO.CCO.CCO total_energy_ha=-1705.2152
O -6.318 0.485 4.903 -0.5078
O -0.150 -0.109 -5.854 -0.5052
O 6.765 -0.438 1.919 -0.5151
O 1.044 -0.498 -0.775 -0.5108
O 1.269 -3.817 8.444 -0.4978
O 3.018 -5.842 -4.330 -0.5159
O 11.738 5.191 -2.335 -0.5153
O -9.379 0.786 -1.694 -0.5264
O -8.629 -7.994 -0.663 -0.5311
O -3.934 5.175 3.773 -0.5131
O 2.333 7.971 -3.289 -0.5261
C 11.071 3.970 -2.091 -0.1613
C -2.041 1.403 -6.037 -0.9015
C 8.012 -1.066 2.172 -0.2059
C -5.126 7.044 4.780 -0.9112
C 9.606 4.346 -2.253 -1.0159
C -7.253 -8.265 -1.036 -0.1341
C 5.257 -6.147 -3.726 -0.9378
C -4.456 6.471 3.533 -0.2161
C 2.971 -2.389 7.567 -1.1014
C -1.176 -1.245 -0.313 -1.0376
C -6.797 -7.180 -1.916 -1.0515
C 8.112 -2.398 1.466 -1.0017
C 2.112 -2.820 8.813 -0.1548
C 0.314 -1.420 0.011 -0.1739
C -8.706 0.535 -2.923 -0.1187
C -8.685 1.871 -3.604 -1.0460
C 2.427 6.727 -2.658 -0.2354
C -4.557 -1.007 5.422 -1.0341
C 4.294 -5.855 -4.961 -0.2007
C 2.331 6.927 -1.151 -0.9412
C -0.559 1.127 -6.397 -0.2856
C -5.984 -0.888 4.824 -0.1856
H -6.636 -8.298 -0.139 0.2518
H -7.921 1.852 -4.381 0.3297
H 8.332 -1.039 3.214 0.3267
H 0.677 -2.442 -0.100 0.2867
H -8.257 2.667 -2.995 0.2994
H -3.617 7.084 3.204 0.2519
H -4.496 -0.815 6.493 0.2925
H -6.174 -1.304 3.834 0.2853
H -4.377 7.442 5.465 0.2424
H 9.414 4.698 -3.266 0.2744
H -0.012 0.065 -4.920 0.2923
H 0.889 -4.236 9.219 0.3038
H -1.454 -0.198 -0.189 0.2888
H 12.369 5.071 -3.049 0.3030
H -9.788 -0.007 -1.340 0.2910
H -2.641 0.522 -6.264 0.2646
H 7.916 -2.298 0.399 0.2796
H 9.027 3.434 -2.108 0.3204
H 2.347 -1.919 6.807 0.2780
H 1.596 6.190 -3.114 0.2645
H 9.105 -2.847 1.480 0.3460
H 1.547 -1.932 9.094 0.2208
H -9.624 2.215 -4.038 0.2857
H -3.802 -0.332 5.018 0.2918
H 3.651 -1.578 7.826 0.3473
H 3.154 7.569 -0.838 0.2697
H 5.222 -7.224 -3.562 0.2490
H -5.766 6.322 5.288 0.3135
H 1.932 -0.443 -0.414 0.2871
H -4.221 -2.039 5.321 0.3258
H -5.812 7.838 4.483 0.2942
H -7.410 -7.147 -2.817 0.2764
H -9.319 -0.213 -3.426 0.2578
H 6.295 -5.910 -3.960 0.3099
H 0.185 1.869 -6.109 0.2765
H -8.894 -8.554 0.071 0.2914
H 2.504 -5.104 -4.667 0.2937
H -0.414 0.993 -7.469 0.2498
H 9.232 5.110 -1.572 0.3040
H -4.600 4.557 4.083 0.2878
H 4.476 -4.917 -5.486 0.3104
H 11.259 3.583 -1.090 0.2157
H 1.362 7.352 -0.891 0.2712
H -7.712 0.112 -2.777 0.2274
H 4.290 -6.636 -5.721 0.2035
H -6.668 -1.433 5.475 0.2436
H 2.402 5.922 -0.734 0.3199
H 2.808 -2.983 9.636 0.2812
H 4.883 -5.723 -2.794 0.2879
H -2.197 1.668 -4.991 0.2935
H 7.394 -3.028 1.991 0.2556
H -1.422 -1.575 -1.322 0.2687
H -1.781 -1.817 0.390 0.3403
H 0.383 -1.172 1.070 0.2513
H -5.187 6.356 2.732 0.2506
H 3.322 6.181 -2.956 0.2860
H -2.472 2.200 -6.641 0.3151
H 11.327 3.253 -2.872 0.2750
H -6.825 -6.204 -1.431 0.2728
H -5.798 -7.310 -2.331 0.3527
H -7.193 -9.284 -1.420 0.2717
H 2.526 7.928 -4.228 0.2915
H -7.275 0.560 4.926 0.2887
H 3.623 -3.098 7.056 0.3228
H 8.817 -0.493 1.711 0.2147
H 6.578 0.289 2.517 0.2999

=====

[3]
16
Properties=species:S:1:pos:R:3:nbo_charge:R:1 method="wB97M-V/def2-TZVPD" homo_ev="-13.695 / -13.381" fmax_ha_per_bohr=0.054 relative_energy_kcal_mol=8.0 total_energy_ha=-1099.9077 total_charge=+1 spin_multiplicity=2
S -2.993 0.270 0.467 0.1854
S -1.150 0.316 1.339 0.4317
O 2.305 1.387 -1.095 -0.5585
N 1.388 -1.728 0.524 -0.7530
N 2.267 -0.600 -2.072 -0.8063
C 1.995 0.216 -1.014 0.6488
C -0.188 0.109 -0.239 -0.5370
C 1.296 -0.357 0.225 -0.1460
H 2.688 -0.237 -2.908 0.4275
H 1.026 -2.339 -0.203 0.3675
H 0.865 -1.941 1.369 0.3826
H 2.002 -1.571 -2.134 0.3921
H -3.398 1.509 0.600 0.1717
H -0.243 0.963 -0.915 0.2807
H 1.769 0.232 1.024 0.2632
H -0.631 -0.693 -0.849 0.2495

=====

[4]
33
Properties=species:S:1:pos:R:3:nbo_charge:R:1 method="wB97M-V/def2-TZVPD" homo_ev=-6.331 fmax_ha_per_bohr=0.169 relative_energy_kcal_mol=71.1 total_energy_ha=-1520.3527
Ca 0.401 1.062 1.649 1.7095
F 3.113 0.696 2.334 -0.6000
N 0.476 1.517 -0.214 -0.4897
N 1.129 -1.336 -0.643 -0.3118
N 1.645 -0.904 0.573 -0.4168
N 0.030 0.784 -1.332 -0.3125
N -1.334 -1.107 -0.287 -0.3430
N -1.321 -0.585 0.999 -0.3885
C 2.737 -1.666 0.817 -0.0974
C 0.617 2.801 -0.659 0.0031
C -3.173 -1.849 0.717 -0.3608
C -2.428 -1.870 -0.469 -0.0062
C 1.930 -2.278 -1.170 0.0124
C -0.073 1.588 -2.402 0.0314
C 0.303 2.873 -2.012 -0.3522
C 2.970 -2.515 -0.278 -0.3443
C -1.608 2.358 1.806 -1.3871
C -2.451 -1.009 1.596 -0.0241
B -0.181 -0.749 -1.268 0.5586
H -1.313 2.995 2.654 0.1630
H 1.692 -2.709 -2.139 0.2303
H -1.828 3.021 0.966 0.1912
H -2.726 -0.663 2.586 0.2181
H 0.880 3.603 0.012 0.2206
H -4.089 -2.355 0.908 0.2260
H -2.567 -2.361 -1.416 0.2183
H 0.381 3.729 -2.660 0.2336
H 3.791 -3.198 -0.401 0.2327
H -0.336 1.127 -3.360 0.2315
H -2.473 1.754 2.081 0.1877
H -0.404 -1.194 -2.357 -0.0336
H 3.327 -1.608 1.722 0.2257
H 2.883 0.049 1.646 0.5743

=====

[5]
12
Properties=species:S:1:pos:R:3:nbo_charge:R:1 method="wB97M-V/def2-TZVPD" homo_ev=-10.264 fmax_ha_per_bohr=0.015 relative_energy_kcal_mol=3.3 smiles=CCO.O total_energy_ha=-231.4571
O -1.559 -1.461 -1.919 -0.7217
O 4.120 -0.151 3.752 -0.9412
C -1.929 -0.366 -1.117 -0.0585
C -1.084 0.854 -1.394 -0.6388
H -2.936 -0.123 -1.456 0.1737
H -1.400 1.695 -0.775 0.2139
H -0.010 0.734 -1.224 0.2013
H 4.906 0.321 4.041 0.4704
H -0.604 -1.543 -1.987 0.4633
H -1.951 -0.646 -0.055 0.1563
H -1.243 1.187 -2.410 0.2104
H 3.692 -0.503 4.545 0.4709

=====

[6]
29
Properties=species:S:1:pos:R:3:nbo_charge:R:1 method="wB97M-V/def2-TZVPD" homo_ev="-11.908 / -11.908" fmax_ha_per_bohr=0.114 relative_energy_kcal_mol=111.1 total_energy_ha=-1018.4682 total_charge=+1 spin_multiplicity=2
Ag 3.686 -27.950 -11.623 0.9963
O 2.424 -33.764 -12.888 -0.6336
O 2.568 -31.706 -13.638 -0.2932
O -0.540 -27.326 -12.796 -0.9514
O 3.422 -24.260 -15.125 -0.6689
O 7.376 -28.759 -14.069 -0.9505
O 4.956 -24.223 -9.771 -0.9512
O 1.416 -27.378 -7.993 -0.9525
O 2.418 -32.068 -11.585 -0.4829
O 6.584 -29.576 -8.999 -0.9509
N 3.164 -22.149 -15.853 -0.8258
N 2.980 -23.778 -17.176 -0.8086
C 2.411 -32.477 -12.692 0.9077
C 3.291 -23.457 -15.964 0.7492
H 3.467 -21.710 -14.995 0.4136
H -1.164 -26.856 -12.244 0.4756
H 1.043 -26.688 -7.444 0.4790
H -0.924 -27.296 -13.672 0.4764
H 6.077 -30.018 -8.319 0.4725
H 2.818 -22.876 -17.601 0.3540
H 7.094 -29.076 -14.927 0.4728
H 2.600 -24.672 -17.453 0.4145
H 2.628 -34.055 -11.997 0.5035
H 8.328 -28.852 -14.079 0.4780
H 2.952 -21.722 -16.743 0.3721
H 5.724 -24.004 -9.244 0.4770
H 7.397 -30.078 -9.057 0.4790
H 1.031 -28.187 -7.658 0.4739
H 4.387 -23.457 -9.694 0.4746

=====

[7]
84
Properties=species:S:1:pos:R:3:mulliken_charge:R:1 method="wB97M-V/def2-TZVPD" homo_ev=-7.813 fmax_ha_per_bohr=0.201 total_energy_ha=-3019.6695 total_charge=-1
O 4.164 2.912 3.782 -0.5578
O -2.389 3.147 3.529 -0.4174
O 2.404 -4.427 1.281 -0.4528
O 0.232 -4.618 1.287 -0.2311
O 2.163 1.964 4.004 -0.3031
O -4.019 -3.159 -0.932 -0.4092
O 1.577 3.186 -3.504 -0.3932
O 3.100 2.485 -1.937 -0.3384
O -1.074 -0.821 1.418 -0.6832
O -2.696 1.848 -5.471 -0.6042
O -0.010 5.858 0.454 -0.3916
O 1.126 5.542 2.178 -0.3083
O -3.574 4.974 3.541 -0.4929
O -1.628 0.498 -3.852 -0.1580
O 3.433 -1.992 -3.980 -0.3971
O -4.806 -3.821 -2.925 -0.5807
O 1.405 -2.286 -3.133 -0.2170
O 3.886 0.625 3.633 -0.4288
O 3.116 4.655 -2.725 -0.5975
O 1.796 -1.520 -5.323 -0.5999
O -4.369 3.030 2.757 -0.3781
O 0.208 0.909 1.348 -0.4935
O -2.696 -4.386 -2.175 -0.3782
O 1.140 7.593 1.263 -0.6963
O -3.848 0.623 -3.959 -0.3578
O 1.378 -6.027 -0.055 -0.6389
O 0.639 -0.620 -0.079 -0.1657
N -0.180 -0.133 0.787 0.3722
C 2.250 -2.697 -2.053 0.5968
C 2.738 -0.189 3.479 0.7823
C -3.945 -3.873 -2.060 0.6288
C 0.757 4.215 1.661 0.3004
C 2.591 3.542 -2.605 0.5937
C 0.460 -3.768 2.377 0.4776
C 1.295 -5.053 0.733 0.7351
C -3.548 -0.206 -2.899 -0.1124
C -2.491 1.796 2.963 0.3441
C 0.736 6.387 1.380 0.6063
C -3.988 1.702 2.750 -0.1449
C 1.603 0.590 4.144 0.0969
C 1.912 -3.497 2.255 -0.3133
C 2.504 1.392 -2.376 0.5046
C -2.657 1.046 -4.524 0.4955
C -2.100 -0.459 -2.968 0.5088
C -0.374 4.451 0.701 0.2823
C -2.027 -4.246 -0.978 0.1183
C -2.912 -3.314 -0.048 -0.3516
C -3.488 3.867 3.249 0.6943
C 3.713 -2.500 -2.691 -0.5993
C 3.463 1.924 3.849 0.6104
C 2.178 -1.949 -4.250 0.6566
C 1.348 1.839 -3.177 -0.9981
H -1.373 4.459 1.136 0.1221
H 4.308 -1.678 -2.444 0.3557
H -1.626 -0.201 -1.924 -0.3239
H 1.110 1.186 -3.933 0.6196
H -4.380 1.079 3.576 0.2324
H 0.078 -4.383 3.280 0.2665
H 4.192 -3.267 -2.992 0.3703
H -2.093 2.098 1.949 -0.1228
H -3.399 -3.722 0.721 0.4096
H -0.245 3.946 -0.436 -0.0640
H 0.436 3.491 2.404 0.0453
H -1.778 -5.071 -0.459 0.4913
H 0.535 1.854 -2.762 0.7265
H 2.447 -0.210 2.441 -0.4193
H 1.526 3.621 1.038 0.0550
H 1.404 0.357 5.095 0.4538
H 2.884 -1.309 3.807 0.1063
H 3.193 0.695 -2.826 0.0866
H -4.280 -1.077 -2.869 0.1727
H 2.426 -2.466 2.030 -0.0424
H 1.927 -3.789 -1.916 0.0734
H 0.231 -2.710 2.305 -0.1646
H -2.061 -1.430 -3.513 0.2294
H -4.334 1.236 1.789 0.2024
H 2.330 0.737 -1.436 -0.2308
H 2.500 -3.753 2.978 0.3658
H -1.143 -3.643 -1.085 -0.1248
H -1.859 0.884 3.238 0.0921
H -3.865 0.379 -1.973 0.0771
H -2.442 -2.399 0.092 0.2084
H 0.668 0.281 3.618 -0.2558
H 2.197 -2.197 -1.088 -0.2287

=====

[8]
43
Properties=species:S:1:pos:R:3:nbo_charge:R:1 method="wB97M-V/def2-TZVPD" homo_ev=-7.770 fmax_ha_per_bohr=0.016 relative_energy_kcal_mol=3.8 total_energy_ha=-2093.5433
Cl -2.375 -3.952 4.944 -0.0064
Cl -2.653 -4.076 -0.429 0.0162
Mg 0.205 -0.110 -0.154 1.6524
O 3.169 -0.871 -0.852 -0.6279
O 2.605 1.318 -0.888 -0.6469
O -1.071 -1.544 -0.280 -0.9158
N -0.180 -0.341 1.964 -0.5736
N -0.881 1.675 -0.668 -0.7722
N -0.189 2.169 -1.824 -0.4979
C -0.743 -1.343 4.492 -0.0998
C 3.963 1.586 -1.237 -0.2759
C -2.390 -3.826 2.256 -0.1967
C -0.579 3.520 -2.276 0.0937
C 2.269 -0.093 -0.725 0.2241
C 0.261 0.262 3.043 0.0741
C -2.023 3.490 -2.758 -0.6218
C -1.227 -2.032 3.359 -0.1095
C -0.405 4.568 -1.176 -0.6358
C -0.932 -1.490 2.097 0.0905
C -1.372 -2.098 0.858 0.3963
C 0.356 3.822 -3.439 -0.6089
C -0.008 -0.204 4.339 -0.2740
C -1.980 -3.232 3.407 -0.0643
C -2.088 -3.269 0.997 -0.1501
H 0.262 3.059 -4.212 0.2260
H -2.160 2.715 -3.513 0.2247
H -0.612 5.567 -1.566 0.2237
H 0.810 2.121 -1.629 0.3957
H 4.639 1.234 -0.458 0.1854
H -1.048 2.393 0.035 0.3605
H -1.787 1.335 -0.978 0.3853
H 0.116 4.794 -3.873 0.2141
H 4.048 2.666 -1.343 0.1781
H 0.865 1.150 2.895 0.1995
H 1.399 3.850 -3.110 0.2132
H -2.724 3.307 -1.939 0.2005
H -2.292 4.453 -3.195 0.2190
H 0.378 0.333 5.194 0.2287
H 4.233 1.093 -2.170 0.1864
H 0.617 4.564 -0.789 0.2170
H -0.956 -1.732 5.479 0.2351
H -2.960 -4.745 2.297 0.2422
H -1.095 4.420 -0.341 0.1948